{
  "formula": "C4H13NOP",
  "method": "ωB97M-V/def2-TZVPD",
  "charge": 1,
  "e_lumo_ev": -3.1,
  "orbital_gap_ev": 9.93,
  "e_tot_ev": -17177.317,
  "molar_mass_g_mol": 122.128,
  "symbols": ["C", "C", "C", "C", "N", "O", "P", "H", "H", "H", "H", "H", "H", "H", "H", "H", "H", "H", "H", "H"],
  "coordinates": [[1.194432, 0.580911, -2.182882], [-0.987659, -1.072979, 1.915746], [0.945191, 1.343998, 1.777767], [-0.746099, 0.240803, -0.739276], [-0.133469, 1.072676, -1.670866], [1.398924, -1.010423, 0.445203], [0.175390, -0.111000, 0.859978], [1.107508, -0.315143, -2.729540], [1.604892, 1.429738, -2.805625], [1.969446, 0.269734, -1.456896], [-1.063310, -2.185600, 1.705759], [-0.853792, -0.779654, 2.980727], [-1.871087, -0.632901, 1.715441], [1.014254, 1.178176, 2.962506], [1.877347, 1.469649, 1.261203], [0.234711, 2.153927, 1.688308], [-1.032757, -1.079250, -1.261573], [-1.692898, 0.550502, -0.496218], [-0.829009, 1.264534, -2.310818], [1.594419, -1.841987, 0.997106]],
  "forces_ev_per_a": [[-0.07, 2.29, -0.38], [2.93, -0.95, 0.69], [-1.83, -1.71, 1.79], [1.76, -4.55, -0.55], [2.99, -1.02, 2.32], [0.92, -2.26, 1.05], [-0.58, -0.09, 0.65], [-0.50, -1.04, -1.26], [-0.29, -1.24, 0.57], [-0.83, 0.92, 0.38], [0.38, 1.46, 0.32], [0.43, -0.75, -0.58], [-3.47, 1.21, -0.96], [0.19, -0.12, -2.83], [0.50, 0.51, 0.08], [0.18, 0.57, -0.35], [1.02, 3.21, 1.78], [-2.36, 0.92, 0.75], [-0.94, 0.84, -2.31], [-0.43, 1.82, -1.15]]
}

***

{
  "formula": "C4H13NOS",
  "method": "ωB97M-V/def2-TZVPD",
  "charge": 0,
  "e_lumo_ev": 0.8,
  "orbital_gap_ev": 9.34,
  "e_tot_ev": -18731.002,
  "molar_mass_g_mol": 123.221,
  "symbols": ["C", "C", "C", "S", "C", "N", "H", "H", "H", "H", "H", "H", "H", "H", "H", "H", "H", "H", "H", "O"],
  "coordinates": [[-0.444554, 0.747932, 1.669830], [-0.652429, -0.289235, 0.574908], [0.522915, -1.292920, 0.490172], [0.005818, -2.769974, -0.415674], [-0.494462, -1.954761, -2.050154], [0.626076, 1.682728, 1.286940], [-1.355407, 1.306947, 1.915350], [-0.293035, 0.279709, 2.644292], [-1.515187, -0.883801, 0.856585], [-0.724628, 0.183371, -0.398101], [1.323987, -0.739276, -0.017091], [0.750716, -1.660827, 1.492242], [-0.437645, -2.693488, -2.842177], [0.314583, -1.235518, -2.218437], [-1.421963, -1.419145, -1.945321], [0.972420, 2.588561, 1.562394], [1.518740, 1.195209, 1.261283], [0.296815, 1.839111, -0.671980], [0.860535, 2.867360, -1.660128], [0.146706, 2.248018, -1.534933]],
  "forces_ev_per_a": [[-0.35, 1.47, 0.87], [0.71, -0.46, 0.97], [-1.04, 0.71, -0.35], [-0.19, 0.30, -1.25], [1.58, -0.12, 1.40], [1.90, -1.19, -1.21], [-0.01, 0.14, -0.75], [0.58, -0.44, 0.01], [-0.47, 0.13, -0.32], [-0.60, 0.06, -0.02], [0.38, -0.67, 0.32], [0.44, 0.16, -0.11], [-0.39, -0.09, 0.09], [-0.24, 0.00, -0.19], [-0.41, -0.15, -0.19], [-1.65, 0.34, 0.99], [-0.28, -0.43, -0.15], [0.21, 0.35, 0.45], [0.29, 0.22, 0.01], [-0.46, -0.32, -0.56]]
}

***

{
  "formula": "C4H13NOS",
  "method": "ωB97M-V/def2-TZVPD",
  "charge": 0,
  "e_lumo_ev": 0.5,
  "orbital_gap_ev": 9.30,
  "e_tot_ev": -18731.551,
  "molar_mass_g_mol": 123.221,
  "symbols": ["C", "C", "C", "C", "S", "N", "H", "H", "H", "H", "H", "H", "H", "H", "H", "H", "H", "H", "H", "O"],
  "coordinates": [[-1.531508, 1.657351, -0.499867], [-0.491154, 0.597606, -0.176320], [-0.856834, -0.680774, -0.963557], [0.085206, -1.882989, -0.890646], [0.282067, -2.496094, 0.809569], [0.837184, 1.077523, -0.595821], [-1.598027, 1.856113, -1.567968], [-2.507220, 1.404143, -0.088971], [-1.200336, 2.589827, -0.035506], [-0.447622, 0.311079, 0.882343], [-0.981832, -0.397300, -2.005148], [-1.828972, -0.981068, -0.562336], [1.037439, -1.775344, -1.403416], [-0.484005, -2.653399, -1.415830], [1.457414, -1.988067, 1.219078], [1.529560, 0.379718, -0.369340], [1.048435, 1.941538, -0.100488], [2.250815, 0.519913, 3.239944], [1.466834, 0.594387, 2.009877], [1.932557, -0.074162, 2.514403]],
  "forces_ev_per_a": [[0.48, 0.40, 0.77], [0.36, -0.88, -0.90], [0.36, 0.69, 0.58], [-0.66, 0.15, 0.10], [-0.04, -0.48, 0.23], [-0.48, 0.22, -0.05], [0.00, -0.23, -0.06], [-0.05, -0.03, -0.09], [-0.24, 0.15, 0.04], [-0.54, 0.23, 0.07], [-0.07, 0.00, -0.25], [-0.02, -0.17, -0.19], [0.03, 0.19, 0.07], [0.43, -0.33, 0.08], [-0.14, 0.20, -0.38], [0.31, 0.03, 0.07], [0.20, -0.20, -0.15], [-0.06, -1.14, -0.55], [-0.43, -0.12, -0.67], [0.56, 1.31, 1.25]]
}

***

{
  "formula": "C4H13NOS",
  "method": "ωB97M-V/def2-TZVPD",
  "charge": 0,
  "e_lumo_ev": 0.6,
  "orbital_gap_ev": 9.40,
  "e_tot_ev": -18731.286,
  "molar_mass_g_mol": 123.221,
  "symbols": ["C", "N", "C", "C", "S", "C", "H", "H", "H", "H", "H", "H", "H", "H", "H", "H", "H", "H", "H", "O"],
  "coordinates": [[0.991654, 1.123140, 1.766157], [0.157894, -0.005411, 1.261057], [-0.826064, 0.395240, 0.243510], [-1.414144, -0.866656, -0.372772], [-3.059138, -0.613053, -1.091232], [-0.281054, 1.326603, -0.864847], [1.783256, 1.400307, 1.073169], [1.359502, 0.796442, 2.737990], [0.339305, 1.973922, 1.959955], [0.819526, -0.637106, 0.817054], [-1.625007, 0.934929, 0.755494], [-1.569157, -1.618465, 0.401389], [-0.729113, -1.352801, -1.071782], [-2.745516, 0.188850, -2.092071], [-1.090118, 1.608014, -1.543498], [0.431147, 0.763936, -1.472711], [0.098948, 2.252434, -0.451879], [3.199085, -2.775910, -0.754089], [1.735889, -2.490771, -0.965716], [2.423105, -2.403643, -0.335178]],
  "forces_ev_per_a": [[-1.09, -0.86, 0.23], [0.52, 0.60, -0.42], [0.41, 0.33, -0.22], [-0.17, -0.10, 0.23], [-0.20, -0.53, 0.31], [-0.75, -0.66, 0.04], [0.17, 0.16, 0.13], [0.45, 0.18, -0.12], [0.04, 0.13, -0.09], [-0.10, -0.24, 0.08], [-0.06, -0.08, 0.12], [-0.16, 0.13, 0.18], [-0.02, 0.27, -0.23], [0.26, 0.29, -0.38], [-0.06, 0.01, 0.07], [0.39, 0.32, 0.13], [0.42, 0.02, -0.05], [0.21, -0.07, -0.07], [-1.04, -0.18, -0.97], [0.78, 0.29, 1.03]]
}